[1]
C45H44As2FI2InN5O6S2 | the ωB97M-V functional and the def2-TZVPD basis

Structure (ORCA input):
```
! RIJCOSX wB97M-V def2-TZVPD def2/J DEFGRID3
* xyz 1 1
N -1.16444 2.02127 0.57920
H -1.38063 -2.25939 -5.61576
C 2.33384 -0.13302 3.62092
C -5.98072 1.59291 0.77239
C 4.24879 1.58050 -2.66568
H -4.53471 0.57116 -2.09669
H 4.25809 -1.80051 -1.92855
C -1.43965 -3.14733 -4.98923
In -1.31318 0.41514 -1.02486
As -2.11713 -2.62896 -3.26268
C 3.83786 0.66788 5.32661
C -0.87926 3.30606 -0.10710
H -4.83435 2.26205 2.46744
C 3.10798 2.43911 0.83422
H -2.12599 1.35277 2.31132
F 0.30783 -4.32414 3.89973
H 4.94474 -0.40409 0.53592
C -3.49471 5.44213 -1.79946
C 4.65909 0.58900 0.86408
C 3.92209 3.13238 1.71613
H 0.06602 3.16161 -0.63204
H 4.41808 -4.25005 -1.67257
H -4.21174 -1.56811 2.04490
H -4.21483 -2.14547 -4.47900
H 4.83417 -2.35128 4.26154
C 3.54894 -2.32672 -1.30015
C -4.65418 0.92781 -1.08248
I -4.41998 7.28229 -1.47023
N -3.52560 1.17946 -0.41223
N 2.74507 0.79113 4.53266
O -1.59375 1.82968 -2.51576
C -0.59090 -3.33592 3.85956
C -2.19807 2.97730 -2.25021
O -3.28133 -1.77921 -0.59229
H -1.60527 -4.81151 -2.18618
H -3.12669 -4.88459 -3.11142
H 2.16766 1.61746 4.60060
C -1.93078 3.74200 -1.09206
H 4.64319 2.05038 -1.77300
C -1.55815 -3.31889 2.94124
N -2.49349 -2.31009 2.88198
H -6.94245 1.74737 1.24375
H 0.83181 -1.75482 0.66686
C 4.24150 -1.44792 4.33169
H -4.52341 5.06440 -3.64717
C 4.61160 -0.44347 5.25359
C 2.69897 0.06516 -3.73237
H -3.47551 -0.63927 -3.87207
C 3.20710 0.66403 -2.58225
O 0.84809 0.84798 -0.81835
I -3.64567 2.38003 -4.83298
C -3.73153 -1.66928 -3.62694
H 5.59841 2.60732 -3.97443
C -2.57032 4.95668 -0.88932
H 2.80094 -5.44795 -0.23838
H -6.79082 0.92422 -1.11636
C -2.53729 -4.29581 -2.40866
H 2.85165 -2.05424 2.82411
H -4.36682 -1.71057 -2.74718
H -0.74700 4.08890 0.64607
C 3.63968 -3.70347 -1.15673
S 0.94978 0.13377 2.70611
C 3.23676 0.38955 -4.96665
C -3.39006 -2.21853 1.74613
C -5.90284 1.12819 -0.53522
H -2.33280 5.53476 -0.00411
H 5.74506 3.10613 2.84795
O 0.38849 -2.18827 5.70100
H 6.39142 0.84313 2.10309
C 5.10368 2.55744 2.16958
H -3.79086 -3.19914 1.49781
H -2.41516 3.05352 1.93200
C 1.61689 -2.29908 0.15688
C 5.47171 1.28886 1.74719
S -0.49040 -1.53600 -2.40971
H -3.09937 -4.10162 -1.50229
H -2.10089 -3.88159 -5.44718
C -3.79748 4.70494 -2.93129
C -3.16134 3.49193 -3.13373
As 2.40860 0.26269 -0.88861
H -1.43527 -0.54932 5.36505
H 4.03128 1.49021 5.99964
C 3.14719 -1.29564 3.53476
C 3.48049 1.16798 0.41319
H 2.18443 2.87652 0.47789
H 1.88319 -0.64307 -3.66659
C -2.30299 2.05517 1.49579
N -1.47233 -1.32395 4.71833
C -2.75218 -1.58369 0.50955
H -0.32792 1.76441 1.09829
C -3.59778 1.68257 0.81652
C 2.72748 -4.37416 -0.35432
C -4.81533 1.88145 1.45494
H -0.44382 -3.56746 -4.86661
C 2.54272 -1.62935 -0.63728
H 1.02196 -4.20334 0.93378
O -3.21326 -0.29404 3.68435
C 4.27853 1.30495 -5.05283
H 4.69241 1.56103 -6.01935
C 1.72305 -3.67466 0.30164
H 2.84095 -0.06844 -5.86353
O -1.73854 -0.83800 0.71810
C -2.44788 -1.23684 3.75187
C 4.78557 1.89664 -3.90630
H 5.47556 -0.54828 5.89148
C -0.46470 -2.27300 4.85105
H 3.63898 4.12393 2.04609
H -1.64575 -4.10370 2.20182
*
```

Values from the calculation:
E, eV: -234554.9639
Orbital gap, Eh: 0.282
Relative energy (zero: lowest compared OMol25 entry of this formula, charge and spin), kJ/mol: 0.0
LUMO level, eV: -1.9

[2]
C40H26Cl5IO2PPdS | the ωB97M-V functional and the def2-TZVPD basis

Structure (ORCA input):
```
! RIJCOSX wB97M-V def2-TZVPD def2/J DEFGRID3
* xyz 1 1
C -5.13296 -1.13513 -2.66959
H 0.49724 4.57876 -0.20066
C 1.50280 1.82197 5.06178
H 4.51941 -3.83738 1.97779
Cl 0.89266 2.29332 -3.92034
C -2.56348 1.43215 -1.62418
C 2.10692 1.63532 0.24663
H -7.14902 -1.05538 -3.37678
C 2.97289 -1.17152 0.58967
C 3.37106 1.99120 -0.20602
H -2.67366 -0.66220 1.05301
H -2.32772 -1.65176 4.10062
C 1.62434 0.37394 2.68384
Cl 2.01609 -3.79111 -4.55794
C 0.42241 0.98378 4.71428
C 3.36638 -2.08940 1.56262
O 0.19099 0.20114 -2.03653
H -4.72838 -0.52148 -3.46023
C -2.38827 1.47597 1.15669
C 1.07676 2.57275 0.24309
H 2.74297 5.21550 -1.01422
H 3.00638 -1.99223 2.57987
Cl 2.73434 -1.82921 -6.86562
C 0.51750 0.15536 3.55195
C -6.97828 -2.23693 -1.59960
Cl 2.23541 1.20680 -6.54234
H 3.53993 1.27785 2.45289
C 0.79348 -0.24312 -3.05361
C 4.67616 -3.25300 -0.07786
Pd -0.22701 -0.96516 -0.12465
H 1.41891 2.41926 5.95686
C -6.13000 -2.73360 -0.62236
I -0.21557 -2.54666 2.12414
C 4.21994 -3.12424 1.22422
H -2.27085 3.59836 0.95232
H 3.49748 2.43963 4.61622
H -0.77736 1.59532 6.38179
H -2.32921 1.49749 2.23603
C 2.64581 1.84983 4.31250
H 4.67113 -2.42957 -2.05666
H -2.62280 1.39957 -2.70130
C 1.78223 0.14072 -5.28082
C -2.47678 2.64064 -0.95111
C 4.30494 -2.33252 -1.04600
C 1.69469 -2.11545 -4.39182
C 1.11840 -1.62984 -3.23275
H -4.09031 -2.84543 0.05954
C 1.18882 0.62465 -4.12749
C -4.77733 -2.44103 -0.67015
C -2.49639 0.25723 0.49424
O -1.95417 -2.27219 -0.78057
C -1.72493 0.03663 5.28108
H -2.59052 -0.02231 5.92117
Cl 0.79416 -2.67939 -1.92038
C 1.30269 3.85941 -0.20061
H 3.15035 -0.57495 -1.46705
C -2.56484 0.25375 -0.90026
H 0.09551 2.26813 0.58668
S -2.52138 -1.32982 -1.78880
C 3.58780 3.28116 -0.65889
C -0.48799 -0.82927 3.40630
C 2.56295 4.21321 -0.65731
C 2.67671 1.16680 3.09505
C 2.02171 -1.23533 -5.43457
H 5.32011 -4.07394 -0.34544
H 4.17701 1.27156 -0.19682
C -2.36564 2.65866 0.43087
H -2.48536 3.56690 -1.50292
C -6.48362 -1.43669 -2.61839
C 3.45235 -1.29608 -0.71736
C -1.58279 -0.88131 4.23321
C -0.72334 0.93026 5.53422
H -6.52041 -3.35521 0.16910
C -4.29764 -1.64300 -1.69087
H 4.56577 3.55692 -1.01954
H -8.02887 -2.48401 -1.57396
P 1.63124 0.00497 0.89411
*
```

Values from the calculation:
E, eV: -140307.6695
Orbital gap (alpha / beta), Eh: 0.185 / 0.185
Relative energy (zero: lowest compared OMol25 entry of this formula, charge and spin), kJ/mol: 139.8
LUMO level (alpha / beta), eV: -4.7 / -4.7